--- one ---
The following is a quantum chemistry calculation of an isolated molecule of C19H21ClN2O3, from the Open Molecules 2025 dataset.

Its charge is 0. Its multiplicity is 1.

Each line ends with the natural charge from an NBO analysis.
Cartesian coordinates (Å):
C1 6.462 1.702 -1.240  -0.623
C2 6.100 0.229 -1.148  -0.065
O1 6.049 -0.136 0.223  -0.543
C3 5.567 -1.437 0.443  -0.160
C4 4.040 -1.545 0.331  0.656
O2 3.477 -2.579 0.060  -0.589
N1 3.448 -0.349 0.590  -0.624
C5 2.104 -0.009 0.570  0.134
C6 1.085 -0.952 0.481  -0.190
C7 -0.246 -0.559 0.447  -0.128
C8 -0.577 0.790 0.532  -0.171
C9 0.425 1.738 0.642  -0.234
C10 1.749 1.344 0.651  -0.050
Cl1 2.989 2.553 0.775  -0.001
H1 0.180 2.786 0.718  0.229
H2 -1.608 1.111 0.544  0.212
C11 -1.293 -1.629 0.379  0.657
O3 -1.183 -2.690 0.957  -0.612
N2 -2.352 -1.320 -0.407  -0.611
H3 -2.417 -0.399 -0.810  0.402
C12 -3.521 -2.160 -0.491  -0.214
H4 -3.901 -2.131 -1.516  0.195
H5 -3.204 -3.176 -0.247  0.238
C13 -4.616 -1.709 0.493  -0.433
C14 -4.957 -0.264 0.269  -0.029
C15 -4.382 0.726 1.055  -0.237
C16 -4.644 2.063 0.812  -0.198
C17 -5.487 2.427 -0.224  -0.225
C18 -6.069 1.448 -1.011  -0.218
C19 -5.804 0.112 -0.767  -0.174
H6 -6.262 -0.649 -1.383  0.203
H7 -6.733 1.726 -1.817  0.214
H8 -5.693 3.470 -0.415  0.215
H9 -4.190 2.822 1.433  0.213
H10 -3.729 0.443 1.870  0.216
H11 -4.248 -1.854 1.510  0.221
H12 -5.495 -2.339 0.346  0.218
H13 1.331 -2.000 0.433  0.274
H14 4.093 0.422 0.755  0.431
H15 5.848 -1.702 1.467  0.217
H16 6.024 -2.165 -0.240  0.199
H17 6.853 -0.387 -1.661  0.171
H18 5.127 0.043 -1.627  0.168
H19 7.409 1.879 -0.737  0.215
H20 5.698 2.307 -0.761  0.213
H21 6.549 1.997 -2.281  0.215

---

--- two ---
The following is a quantum chemistry calculation of an isolated molecule of C19H21ClN2O3, from the Open Molecules 2025 dataset.

Its charge is 0. Its multiplicity is 1.

Each line ends with the natural charge from an NBO analysis.
Cartesian coordinates (Å):
C1 -0.463 -4.182 1.768  -0.637
C2 0.470 -3.000 1.521  -0.058
O1 -0.020 -2.116 0.532  -0.522
C3 -0.965 -1.181 0.861  0.263
C4 -1.539 -1.009 2.109  -0.292
C5 -2.471 -0.002 2.316  -0.211
C6 -2.835 0.837 1.282  -0.227
C7 -2.272 0.675 0.027  -0.237
C8 -1.343 -0.327 -0.194  0.172
N1 -0.743 -0.569 -1.436  -0.633
C9 -0.702 0.229 -2.529  0.699
O2 -1.238 1.318 -2.609  -0.644
C10 0.096 -0.370 -3.679  -0.501
H1 -0.069 0.260 -4.555  0.229
C11 1.597 -0.455 -3.382  -0.401
H2 2.101 -0.916 -4.233  0.216
C12 2.227 0.919 -3.127  -0.223
N2 1.691 1.556 -1.945  -0.623
C13 2.038 1.116 -0.712  0.647
O3 2.927 0.299 -0.541  -0.635
C14 1.259 1.680 0.430  -0.090
C15 1.368 1.012 1.647  -0.168
C16 0.648 1.419 2.751  -0.240
C17 -0.193 2.514 2.636  -0.009
C18 -0.296 3.211 1.443  -0.241
C19 0.430 2.794 0.343  -0.180
H3 0.342 3.358 -0.573  0.215
H4 -0.944 4.070 1.376  0.229
Cl1 -1.126 3.016 3.996  0.009
H5 0.729 0.895 3.690  0.227
H6 2.032 0.162 1.701  0.241
H7 0.846 2.093 -2.061  0.416
H8 2.061 1.582 -3.978  0.201
H9 3.302 0.789 -2.971  0.227
H10 1.782 -1.078 -2.505  0.215
H11 -0.289 -1.369 -3.893  0.226
H12 -0.184 -1.412 -1.440  0.421
H13 -2.547 1.325 -0.787  0.252
H14 -3.558 1.620 1.447  0.217
H15 -2.907 0.119 3.295  0.217
H16 -1.268 -1.646 2.935  0.217
H17 0.673 -2.458 2.451  0.174
H18 1.422 -3.356 1.116  0.198
H19 -1.429 -3.845 2.134  0.214
H20 -0.020 -4.849 2.502  0.217
H21 -0.619 -4.730 0.842  0.215

---

Result of the stability comparison: one is the least stable of them.